{
  "formula": "C5H9N2O2",
  "method": "ωB97M-V/def2-TZVPD",
  "species": ["C", "C", "C", "C", "C", "N", "N", "O", "O", "H", "H", "H", "H", "H", "H", "H", "H", "H"],
  "positions_angstrom": [[-1.1445, -2.7438, -0.2412], [-0.9050, -0.5152, 0.0465], [0.0784, 0.5390, -0.5846], [-0.5800, 1.9709, -0.6318], [1.0811, -2.1240, 0.4872], [-0.3571, -1.8344, 0.1247], [0.2605, 0.0809, -1.9931], [-1.9959, -3.4063, -0.6003], [0.8928, 0.7470, -2.7093], [-1.1693, -0.1636, 0.9960], [-1.7606, -0.6429, -0.5756], [0.9650, 0.8220, 0.0146], [-1.5299, 1.8187, -1.1750], [0.0438, 2.7963, -1.1628], [-0.7714, 2.3954, 0.3848], [1.1857, -1.3325, 1.2182], [0.9190, -3.1311, 0.9098], [1.7601, -2.2169, -0.3321]],
  "forces_ev_per_a": [[-0.99, 0.13, -0.51], [1.22, 2.51, -1.33], [-1.46, 1.18, 0.23], [-0.34, 0.60, -0.41], [-2.34, -1.22, 1.24], [1.42, -1.69, -0.82], [-1.55, -2.12, 3.55], [0.63, -0.24, 0.27], [2.47, 2.31, -3.19], [-0.54, 0.30, 1.59], [-0.86, 0.74, -0.47], [0.35, -1.43, -0.50], [0.26, 0.65, 0.26], [-0.83, -1.93, 0.69], [0.05, -0.66, -0.67], [1.21, -0.34, 0.24], [1.11, 0.54, 0.50], [0.20, 0.66, -0.65]],
  "nbo_charge": [1.00, -0.21, -0.14, -0.63, -0.38, -0.41, 0.00, -0.27, -0.12, 0.24, 0.23, 0.24, 0.22, 0.27, 0.24, 0.24, 0.23, 0.26],
  "fmax_ev_per_a": 4.65,
  "e_above_lowest_ev": 1.6484,
  "molar_mass_da": 129.139,
  "total_charge": 1,
  "homo_energy_ev": [-11.91, -16.08],
  "e_lumo_ev": [-5.1364, -5.1341],
  "spin_multiplicity": 3
}